# 1
Formula: C6H15N3
Source: the OMol25 dataset
Level of theory: ωB97M-V/def2-TZVPD

ORCA input file:
```
! wB97M-V def2-TZVPD RIJCOSX def2/J DEFGRID3
* xyz 0 1
C -2.404 -1.175 -1.161
C -1.618 -0.109 -1.080
C -1.289 0.629 0.304
C -1.251 0.000 1.490
N -1.572 1.992 0.190
H -2.620 -1.683 -2.091
H -2.842 -1.609 -0.274
H -1.224 0.358 -1.980
H -0.986 -1.036 1.588
H -1.459 0.529 2.406
H -2.157 2.240 -0.588
H -1.816 2.456 1.053
C 2.873 -0.345 0.639
C 1.764 -0.248 -0.407
N 1.061 -1.504 -0.461
N 0.883 0.922 -0.165
H 3.525 -1.186 0.411
H 2.438 -0.491 1.627
H 3.473 0.566 0.648
H 2.211 -0.095 -1.398
H 0.624 -1.692 0.436
H 0.306 -1.464 -1.134
H 0.978 1.276 0.775
H 1.101 1.670 -0.828
*
```

As for the LUMO energy: 1.0337 eV. Its total energy is -401.79608 hartree. The maximum force comes out at 3.6 eV/Å. As for the orbital gap: 8.598 eV. For the highest occupied orbital energy, the calculation gives -7.5643 eV. As for the SMILES: C=CC(=C)N.CC(N)N. For the energy above the lowest of the compared OMol25 structures with the same formula, charge and spin, the calculation gives 239.4 kJ/mol.

# 2
Formula: C5H19LiN8O5
Source: the OMol25 dataset
Level of theory: ωB97M-V/def2-TZVPD

ORCA input file:
```
! wB97M-V def2-TZVPD RIJCOSX def2/J DEFGRID3
* xyz 0 1
Li -0.908 0.072 0.366
C -2.517 -1.799 1.323
O -2.502 -1.019 0.135
H -1.550 -2.225 1.590
H -2.780 -1.200 2.195
H -3.204 -2.644 1.267
C -0.183 2.526 1.888
O -1.011 1.704 1.607
N 0.989 2.421 1.360
N -0.274 3.457 2.833
H 1.801 2.995 1.535
H 1.025 1.803 0.561
H -1.025 3.594 3.495
H 0.624 3.895 2.978
C 0.395 -2.441 -2.583
O 0.518 -3.641 -2.472
N 1.423 -1.630 -2.688
N -0.652 -1.762 -2.573
H 2.325 -2.065 -2.819
H 1.371 -0.664 -2.977
H -1.445 -2.321 -2.292
H -0.597 -0.760 -2.460
C 1.674 -1.612 1.673
O 0.843 -0.813 1.244
N 2.961 -1.570 1.354
N 1.382 -2.659 2.403
H 3.546 -2.228 1.849
H 3.336 -0.971 0.632
H 0.442 -2.776 2.755
H 2.194 -3.246 2.532
C -0.756 1.879 -1.832
O -0.082 1.054 -1.225
N -0.766 1.939 -3.112
N -1.456 2.822 -1.294
H -0.199 1.272 -3.616
H -1.080 2.825 -3.480
H -1.611 2.681 -0.306
H -2.251 3.110 -1.846
*
```

As for the LUMO energy: 0.1041 eV. Its total energy is -1023.82691 hartree. The maximum force comes out at 7.3 eV/Å. As for the orbital gap: 6.118 eV. For the highest occupied orbital energy, the calculation gives -6.0137 eV. For the energy above the lowest of the compared OMol25 structures with the same formula, charge and spin, the calculation gives 134.2 kJ/mol.

# 3
Formula: C39H35Cl3LiN5O3P2S2Se4
Source: the OMol25 dataset
Level of theory: ωB97M-V/def2-TZVPD

ORCA input file:
```
! wB97M-V def2-TZVPD RIJCOSX def2/J DEFGRID3
* xyz -2 1
Li 0.443 0.379 0.682
C -4.540 -2.947 -3.687
S -3.499 -4.232 -4.401
C -1.856 -3.729 -3.822
C -1.699 -3.673 -2.299
C -1.541 -2.266 -1.718
N -0.266 -1.590 -2.013
P 1.099 -2.370 -0.930
C 1.623 -3.583 -2.263
C 2.051 -4.850 -1.866
C 2.357 -5.835 -2.796
C 2.240 -5.580 -4.154
C 1.790 -4.334 -4.570
C 1.476 -3.359 -3.635
C 2.392 -1.042 -1.140
C 2.727 -0.137 -0.115
C 3.706 0.832 -0.320
C 4.376 0.944 -1.522
C 4.067 0.050 -2.537
C 3.100 -0.918 -2.341
P -0.185 -0.009 -2.532
C -0.701 -0.038 -4.307
C -1.954 -0.381 -4.812
C -2.184 -0.441 -6.178
C -1.154 -0.161 -7.067
C 0.101 0.178 -6.583
C 0.322 0.244 -5.213
C -1.626 0.924 -1.784
C -2.272 2.053 -2.545
C -3.506 3.529 -0.816
C -4.012 2.346 -0.055
C -3.420 1.169 0.097
C -2.118 0.705 -0.440
H -5.571 -3.205 -3.923
H -4.324 -1.967 -4.110
H -4.438 -2.906 -2.602
H -1.590 -2.774 -4.275
H -1.190 -4.472 -4.259
H -0.844 -4.277 -1.999
H -2.570 -4.130 -1.821
H -1.639 -2.362 -0.628
H -2.370 -1.639 -2.066
H 2.126 -5.090 -0.812
H 2.688 -6.806 -2.449
H 2.482 -6.348 -4.880
H 1.668 -4.121 -5.626
H 1.073 -2.415 -3.981
H 2.340 -0.142 0.908
H 3.949 1.493 0.504
H 5.139 1.700 -1.663
H 4.591 0.097 -3.485
H 2.908 -1.611 -3.146
H -2.758 -0.609 -4.129
H -3.165 -0.712 -6.547
H -1.331 -0.209 -8.134
H 0.909 0.395 -7.271
H 1.302 0.510 -4.832
H -1.697 2.271 -3.441
H -4.267 3.858 -1.522
H -4.964 2.515 0.434
H -3.921 0.421 0.701
H -1.770 -0.195 0.062
Se 2.937 -3.612 1.230
Se 3.636 -1.907 2.610
Se 1.614 -0.846 3.519
Se -0.132 -1.564 2.152
Cl -1.845 4.730 -2.588
C -2.215 3.278 -1.605
Cl -3.324 4.893 0.335
Cl -3.915 1.672 -3.162
C -1.090 3.011 -0.611
N -0.907 1.692 -0.490
O -6.234 7.369 4.148
S -5.546 6.205 4.675
O -5.931 4.945 4.070
O -5.420 6.175 6.125
C -3.811 6.444 4.157
N -3.338 7.692 4.159
C -2.076 7.835 3.786
C -1.271 6.774 3.405
C -1.850 5.514 3.455
N -3.115 5.359 3.839
C -1.128 4.272 3.057
C -1.767 3.042 3.161
C -1.116 1.905 2.718
N 0.095 1.921 2.153
C 0.713 3.098 2.083
C 0.158 4.283 2.532
H -1.684 8.849 3.786
H -0.253 6.939 3.085
H -2.767 2.994 3.569
H -1.565 0.921 2.807
H 1.695 3.096 1.623
H 0.722 5.199 2.420
*
```

As for the LUMO energy: 2.7482 eV. Its total energy is -14479.62920 hartree. The maximum force comes out at 0.8 eV/Å. As for the orbital gap: 4.529 eV. For the highest occupied orbital energy, the calculation gives -1.7811 eV. For the energy above the lowest of the compared OMol25 structures with the same formula, charge and spin, the calculation gives 0.0 kJ/mol.

# 4
Formula: C33H48As3BrN3O2Ti
Source: the OMol25 dataset
Level of theory: ωB97M-V/def2-TZVPD

ORCA input file:
```
! wB97M-V def2-TZVPD RIJCOSX def2/J DEFGRID3
* xyz -1 1
Ti -0.578 -0.239 -0.253
O -0.529 3.962 3.278
C -1.154 4.485 2.191
C -1.564 5.813 2.235
C -2.219 6.373 1.148
C -2.478 5.612 0.016
C -2.054 4.289 -0.027
C -1.381 3.720 1.041
C -0.850 2.304 0.982
O -1.150 1.618 -0.173
N -1.375 1.602 2.164
N -1.255 0.189 1.947
C -2.244 -0.462 2.531
C -2.450 -1.833 2.595
Br -2.400 -1.628 -1.476
C -2.768 -2.560 3.669
C -2.662 -2.132 5.085
C -1.788 -1.128 5.501
C -1.747 -0.712 6.827
C -2.572 -1.298 7.776
C -3.434 -2.315 7.383
C -3.470 -2.726 6.059
H -0.608 2.983 3.217
H -1.369 6.384 3.133
H -2.538 7.407 1.194
H -3.002 6.045 -0.827
H -2.228 3.670 -0.896
H 0.245 2.362 1.126
H -2.379 1.827 2.232
H -3.046 0.163 2.955
H -3.130 -3.587 3.538
H -1.120 -0.681 4.775
H -1.059 0.072 7.119
H -2.539 -0.973 8.808
H -4.082 -2.787 8.112
H -4.145 -3.518 5.755
C -1.055 2.627 -3.191
As -0.510 0.758 -3.041
C -1.647 0.081 -4.484
C 1.186 0.833 -4.034
C 1.735 2.055 -4.416
C 2.952 2.124 -5.080
C 3.632 0.956 -5.388
C 3.091 -0.267 -5.018
C 1.883 -0.348 -4.330
As 1.110 -2.087 -3.806
C 0.924 -2.776 -5.647
C 2.751 -3.084 -3.407
H -0.435 3.251 -2.550
H -2.077 2.670 -2.817
H -1.031 2.986 -4.221
H -1.463 0.624 -5.412
H -2.683 0.203 -4.166
H -1.468 -0.984 -4.623
H 1.215 2.975 -4.181
H 3.365 3.086 -5.356
H 4.580 0.997 -5.911
H 3.632 -1.173 -5.269
H 1.858 -2.688 -6.201
H 0.148 -2.216 -6.165
H 0.625 -3.824 -5.602
H 3.554 -2.885 -4.116
H 2.499 -4.145 -3.447
H 3.084 -2.849 -2.399
C 2.452 1.823 -0.716
C 2.414 0.388 -0.157
C 3.531 -0.412 -0.836
C 2.667 0.401 1.355
N 1.115 -0.202 -0.418
H 3.251 2.404 -0.250
H 1.499 2.326 -0.536
H 2.625 1.804 -1.794
H 4.500 0.063 -0.666
H 3.355 -0.458 -1.913
H 3.578 -1.428 -0.442
H 2.711 -0.623 1.728
H 1.853 0.912 1.876
H 3.609 0.900 1.589
C 1.332 -3.515 0.013
As -0.241 -2.716 0.928
C 0.532 -2.947 2.707
C -1.362 -4.285 0.666
H 1.608 -4.465 0.476
H 2.166 -2.819 0.068
H 1.080 -3.681 -1.035
H 0.714 -4.006 2.893
H -0.122 -2.544 3.476
H 1.485 -2.419 2.713
H -0.984 -5.116 1.264
H -1.317 -4.543 -0.392
H -2.386 -4.045 0.943
*
```

As for the LUMO energy: 2.5402 eV. Its total energy is -11731.88085 hartree. The maximum force comes out at 0.7 eV/Å. As for the orbital gap: 6.595 eV. For the highest occupied orbital energy, the calculation gives -4.0552 eV. For the energy above the lowest of the compared OMol25 structures with the same formula, charge and spin, the calculation gives 93.1 kJ/mol.

# 5
Formula: C7H9N
Source: the OMol25 dataset
Level of theory: ωB97M-V/def2-TZVPD

ORCA input file:
```
! wB97M-V def2-TZVPD RIJCOSX def2/J DEFGRID3
* xyz 0 1
C 0.393 1.164 0.612
C 1.499 1.345 -0.181
C 2.249 0.254 -0.739
N 2.092 -1.051 -0.455
C 1.233 -1.234 0.599
C 0.298 -0.229 0.961
H -0.386 1.844 0.751
H 1.929 2.152 -0.618
H 2.792 0.437 -1.618
H 0.797 -2.228 0.877
H -0.622 -0.415 1.513
C -2.975 -0.692 -0.490
C -3.674 0.434 -0.122
H -3.327 -1.495 -1.194
H -1.913 -0.786 -0.257
H -4.737 0.346 -0.451
H -3.318 1.240 0.337
*
```

As for the LUMO energy: 0.6744 eV. Its total energy is -326.77597 hartree. The maximum force comes out at 7.8 eV/Å. As for the orbital gap: 10.184 eV. For the highest occupied orbital energy, the calculation gives -9.5092 eV. As for the SMILES: c1ccncc1.C=C. For the energy above the lowest of the compared OMol25 structures with the same formula, charge and spin, the calculation gives 301.9 kJ/mol.